DFT (ωB97M-V/def2-TZVPD) results for C7H6EuO5 as an isolated structure.

Results
energy relative to the best compared isomer or geometry (same formula, charge and spin)	466.6	kcal per mole
lowest unoccupied orbital energy (spin up / spin down)	-11.7 / -12.7	eV
gap between HOMO and LUMO (spin up / spin down)	6.67 / 4.79	eV
⟨S²⟩	15.830
net charge	+2
multiplicity	8
E_tot	-1355.43522	a.u.
molar mass	322.1	g mol⁻¹
highest occupied orbital energy (spin up / spin down)	-18.35 / -17.47	eV

Last column: Mulliken spin population.
CARTESIAN COORDINATES (ANGSTROEM)
O (0.031, -2.959, -1.783)  0.015
C (0.019, -1.811, -1.782)  0.436
Eu (0.000, 0.000, -1.781)  5.998
O (-2.564, -0.026, -3.261)  0.065
C (-1.566, -0.016, -2.685)  -0.013
C (1.566, 0.016, -2.685)  -0.014
O (2.563, 0.026, -3.261)  0.064
C (-0.019, 1.811, -1.781)  0.436
O (-0.031, 2.959, -1.781)  0.015
C (1.109, -0.712, 2.248)  -0.001
C (0.001, -0.001, 1.489)  0.002
C (-1.106, 0.710, 2.251)  -0.001
O (0.000, 0.000, 0.219)  -0.003
H (0.945, -0.607, 3.301)  0.000
H (2.053, -0.280, 1.990)  0.000
H (1.109, -1.750, 1.989)  0.001
H (-1.107, 1.749, 1.993)  0.001
H (-2.051, 0.278, 1.993)  0.000
H (-0.954, 0.612, 3.328)  0.000